The following is a DFT calculation (ωB97M-V/def2-TZVPD) of a molecular structure, C35H34ClGdNOSi2 in a non-equilibrium geometry.

Geometry as XYZ:
```
75
Properties=species:S:1:pos:R:3:forces:R:3
H 3.645 0.371 7.561 -0.243 0.402 0.061
H 3.218 2.142 -6.569 -0.344 0.162 0.082
H -2.540 -0.745 -1.132 0.151 -0.344 0.102
C 2.398 -1.032 5.646 -0.074 -0.192 -0.787
H 3.023 2.704 8.399 -0.123 -0.136 -0.217
C -0.175 3.191 -4.961 -1.122 -3.189 3.682
C -0.864 -4.014 0.169 0.110 0.316 -0.068
H -0.382 -4.929 0.521 -0.213 0.303 -0.109
H -3.140 -0.780 2.619 0.247 -0.006 0.211
C -0.930 -1.573 0.054 0.216 -0.633 0.469
C -2.538 1.723 0.756 0.071 0.088 -0.313
C 2.033 0.337 6.170 -0.574 0.782 -0.309
H 1.959 -2.111 3.978 -0.127 0.551 0.397
C 0.512 2.070 -4.483 -0.880 1.141 -0.275
C 2.437 2.204 7.628 -0.192 -0.251 -0.133
H -3.747 4.233 -1.204 0.163 -0.200 0.125
C -1.975 -4.078 -0.679 0.014 -0.019 0.039
H 0.099 1.492 -3.652 0.036 0.179 -0.286
C -2.581 -2.909 -1.143 0.296 0.200 0.083
H -2.795 1.171 1.661 0.025 0.032 -0.266
H -4.333 2.930 0.839 0.317 -0.064 -0.150
H -1.127 3.474 -4.506 0.285 -0.118 -0.193
C -0.981 2.253 -1.026 -0.396 0.210 0.000
O 1.713 -1.244 4.356 1.411 -0.461 1.068
H 0.104 -4.646 -6.242 0.168 0.294 0.067
C -1.684 -2.020 3.794 -0.850 -0.071 0.708
C -2.528 -0.899 3.512 -0.313 -0.536 0.738
H 0.980 3.808 7.403 0.110 -0.177 0.077
Cl 1.701 0.296 -0.195 -0.293 -0.036 0.465
H 0.304 -0.335 -6.258 0.064 -0.278 0.251
C -1.673 -0.626 5.645 -0.795 -1.216 0.043
C 2.420 -2.591 -4.800 -0.584 -0.049 -0.076
C 1.793 -3.773 -5.206 0.037 0.107 -0.058
H 3.978 0.258 -4.659 0.002 -0.040 0.086
H -1.557 -0.285 6.670 0.143 0.039 -0.356
H -1.569 3.837 -2.361 -0.089 -0.079 0.257
H 1.974 4.134 -7.440 -0.123 -0.259 0.362
H -3.124 0.854 4.792 0.321 -0.227 -0.095
H -0.604 -2.605 5.676 0.046 0.336 -0.260
H 2.463 0.179 -2.846 -0.275 -0.073 0.048
C 1.841 -1.342 -5.095 -0.207 -0.685 -0.358
C -1.345 1.435 0.054 0.209 0.586 0.529
H -0.837 -2.436 -6.923 0.331 -0.022 0.112
N 0.962 0.950 5.610 0.493 0.529 1.468
C 1.305 2.821 7.089 -0.291 -0.250 -0.318
C 1.732 1.682 -5.058 -1.538 -2.413 3.685
C -2.064 -1.661 -0.768 -0.187 -0.010 -0.071
C 0.711 -1.296 -5.931 -0.115 -0.429 0.269
C 1.571 3.552 -6.605 0.333 -0.422 0.140
Gd -0.188 -0.052 3.731 1.747 1.998 -2.323
H 2.219 -4.740 -4.929 -0.099 0.303 -0.144
C 2.264 2.433 -6.123 1.056 3.049 -3.638
H -0.014 2.120 -1.499 -0.116 -0.009 -0.060
Si 2.529 0.186 -4.319 0.939 0.519 -0.689
C 0.608 -3.721 -5.952 0.110 0.337 0.137
H -2.363 -5.054 -0.984 0.101 0.360 0.113
H 3.480 -1.095 5.473 -0.249 -0.029 0.148
H -1.561 -2.894 3.155 0.112 0.375 0.154
C -2.513 -0.039 4.657 -0.495 -0.546 0.034
Si -0.198 0.055 0.600 -0.811 0.081 -1.464
H 2.082 -1.812 6.350 0.063 0.141 -0.120
C -1.160 -1.856 5.113 -1.580 -0.080 0.452
H 3.354 -2.624 -4.233 -0.301 -0.105 -0.057
C -1.851 3.244 -1.492 -0.109 -0.293 0.356
C -3.068 3.463 -0.836 0.226 -0.082 0.020
H 0.538 -2.716 1.172 -0.226 -0.056 -0.189
C 2.785 0.930 7.183 0.004 -0.138 -0.204
C -0.347 -2.767 0.529 -0.154 -0.174 -0.238
H -0.180 4.813 -6.391 0.256 -0.321 0.067
C 0.565 2.160 6.108 0.938 -0.766 -0.022
H -0.355 2.582 5.690 0.438 -0.154 0.054
C 0.078 -2.481 -6.329 0.236 -0.061 0.022
C -3.400 2.726 0.309 0.224 -0.090 -0.225
H -3.438 -2.963 -1.820 0.296 0.030 0.292
C 0.356 3.935 -6.022 1.740 2.339 -3.400
```
Forces are in eV/Å.

Calculated values
relative energy (zero: lowest compared OMol25 entry of this formula, charge and spin) = 98.3 kcal per mole
charge = +1
<S²> = 15.8401
orbital gap (spin up / spin down) = 0.1392 / 0.2184 hartree
2S+1 = 8
HOMO level (spin up / spin down) = -6.5 / -10.7 eV

The following is a DFT calculation (ωB97M-V/def2-TZVPD) of a molecular structure, C35H34FIrN3OP2 in a non-equilibrium geometry.

Geometry as XYZ:
```
77
Properties=species:S:1:pos:R:3:forces:R:3
H -1.344 -5.322 -0.589 -0.059 -0.047 0.049
C -4.581 2.159 -2.954 -0.057 -0.220 0.031
C 3.667 0.921 2.499 -1.181 0.187 -0.591
N -0.693 0.122 -1.653 0.586 0.476 1.591
C 2.900 -0.102 1.922 -0.993 -0.732 -0.419
H -1.917 -0.126 5.790 -0.100 0.189 0.080
N -0.857 0.130 3.975 -0.018 0.610 0.050
H -1.417 0.778 -3.513 0.098 -0.025 0.099
H 0.692 -4.390 -4.226 0.040 -0.003 -0.089
C 2.098 -0.258 -1.582 -0.292 -0.062 0.621
H 3.637 2.521 -2.736 0.036 0.113 -0.015
C -3.252 4.155 -3.153 -0.049 0.035 -0.024
C -3.859 1.344 2.252 0.044 0.121 -0.054
H -3.743 0.573 -1.779 -0.066 -0.088 0.023
C -2.259 3.572 -2.382 0.111 0.013 0.031
H -5.193 3.911 -4.014 -0.052 0.034 -0.090
H 1.458 1.776 -1.853 0.040 0.050 -0.102
H 0.958 3.593 2.386 -0.004 -0.041 -0.080
C -3.377 -0.940 1.676 -0.150 -0.066 0.162
C 5.348 -0.652 3.116 -0.489 0.345 -0.184
C 4.883 0.662 3.100 0.397 -0.723 0.142
H 0.152 -0.048 -3.586 -0.033 0.068 0.037
H 3.308 1.941 2.490 -0.065 0.157 -0.002
C -0.490 -3.364 -0.704 0.023 0.005 0.014
C -2.269 0.846 0.521 0.315 -0.005 -0.137
H 1.249 -2.163 -3.368 0.038 0.037 -0.008
C 0.491 3.521 1.396 0.168 1.325 -0.055
C -0.374 -4.984 -2.467 -0.012 0.068 0.034
H -0.617 -5.958 -2.857 -0.015 -0.151 -0.028
C -0.792 -4.622 -1.196 -0.035 -0.060 0.042
C 4.566 0.604 -2.499 -0.134 0.125 -0.026
C -1.124 -1.911 4.713 0.010 0.184 -0.114
C 3.173 -1.146 -1.625 -0.044 -0.018 -0.045
H 1.237 3.813 0.647 -0.005 0.003 0.079
H -2.784 2.833 1.163 0.012 0.134 -0.038
H 2.900 -2.201 1.401 -0.074 -0.042 0.048
C -3.605 1.570 -2.172 -0.070 0.109 -0.089
H 5.467 1.449 3.556 -0.020 -0.008 0.017
P 0.521 -0.791 -0.843 1.171 0.397 0.168
C -2.949 1.775 1.306 -0.036 0.030 0.166
H -2.011 -1.227 0.054 -0.024 -0.117 -0.017
H -0.332 4.247 1.359 0.209 0.065 0.048
H -4.783 -0.351 3.178 -0.053 -0.043 0.069
H 5.228 -1.400 -2.139 0.091 -0.083 -0.013
N -0.242 -0.660 3.084 1.389 -0.270 -1.663
C -2.440 2.285 -1.898 0.394 -0.021 0.440
H 3.044 -2.174 -1.318 0.020 -0.088 0.019
O -0.021 2.259 1.169 0.375 -1.366 -0.296
Ir 0.887 0.269 1.336 -0.474 -0.492 0.537
C 4.651 -1.681 2.485 0.313 0.342 0.203
C -0.397 -1.906 3.524 -0.088 -0.009 0.225
C 2.282 1.076 -1.941 -0.257 0.026 0.039
C -2.487 -0.511 0.706 0.005 0.087 -0.181
C -0.823 -0.034 -3.095 -0.102 -0.235 -0.671
C 4.400 -0.711 -2.089 -0.023 -0.136 0.045
H -1.411 -2.753 5.308 -0.018 -0.168 0.091
H -1.360 4.120 -2.145 0.100 0.075 -0.014
F 6.480 -0.932 3.749 0.093 -0.002 -0.075
H -0.871 1.136 3.862 0.001 -0.169 -0.142
H -0.804 -3.077 0.291 -0.031 -0.048 0.087
H -1.339 -0.972 -3.315 0.036 0.071 0.018
H -5.480 1.608 -3.187 -0.087 -0.011 0.005
C 3.438 -1.400 1.891 -0.549 0.314 -0.103
C 0.229 -2.466 -1.488 0.054 0.206 0.871
H -4.426 2.062 2.826 0.009 0.067 0.054
P -1.210 1.513 -0.795 -1.074 -0.164 -0.349
C -4.411 3.451 -3.431 0.068 0.100 -0.019
C 3.508 1.498 -2.421 0.104 0.042 -0.006
C 0.360 -4.098 -3.242 -0.028 0.007 0.026
H -3.123 5.159 -3.526 0.009 0.098 -0.029
H -3.560 -1.997 1.806 -0.018 -0.085 0.030
C -4.065 -0.015 2.446 0.013 -0.201 -0.062
H 5.070 -2.675 2.479 0.006 -0.107 0.009
C 0.670 -2.840 -2.757 0.071 0.113 -0.047
H 5.518 0.930 -2.884 0.133 0.054 -0.022
C -1.397 -0.584 4.972 0.175 -0.321 -0.228
H 0.021 -2.741 2.996 0.122 -0.054 -0.170
```
Forces are in eV/Å.

Calculated values
relative energy (zero: lowest compared OMol25 entry of this formula, charge and spin) = 109.5 kcal per mole
charge = +2
<S²> = 0.7712
orbital gap (spin up / spin down) = 0.2184 / 0.2163 hartree
2S+1 = 2
HOMO level (spin up / spin down) = -13.7 / -13.7 eV

The following is a DFT calculation (ωB97M-V/def2-TZVPD) of a molecular structure, C35H35AsClN3O10STa in a non-equilibrium geometry.

Geometry as XYZ:
```
87
Properties=species:S:1:pos:R:3:forces:R:3
As 0.833 1.910 -2.023 0.600 0.473 -0.149
H -2.729 3.433 1.211 0.097 -0.535 0.066
C -2.718 1.246 1.228 2.990 -0.225 -0.683
H 1.139 -2.213 6.302 -0.089 0.499 -0.519
C 0.576 5.108 0.743 0.266 -2.471 -0.760
C 1.290 -4.552 0.380 0.380 0.753 -1.135
H -6.770 -4.402 2.079 0.277 -0.294 -0.169
C -5.705 -4.438 2.337 -0.730 -0.571 0.291
H -1.858 0.948 -2.120 -0.497 -0.374 0.582
O 0.238 -2.286 2.865 -0.054 1.438 1.159
C 0.566 -3.358 0.420 0.448 -1.187 0.757
H 2.907 -6.025 1.463 0.325 -0.979 0.006
C -4.731 -2.220 2.212 -3.356 -1.068 2.276
C -0.411 1.835 -3.402 -1.248 -1.593 -1.288
O -1.645 -1.452 0.738 -0.343 0.602 0.472
O -5.422 -3.163 2.887 0.716 1.349 -0.727
H -5.323 1.132 1.933 0.745 -1.293 0.129
C -5.413 -0.991 2.197 -0.747 0.181 0.635
H -0.181 6.827 -2.112 0.102 -0.437 0.704
H 0.055 7.124 0.338 0.349 -0.443 -0.249
N 3.135 -6.602 0.654 -0.822 2.437 -1.491
C 0.537 3.623 -1.233 -0.199 0.926 2.206
H -0.905 2.413 -6.741 0.180 -1.016 0.730
H -0.035 4.554 -3.095 0.303 0.488 0.462
O 3.923 0.751 1.657 -2.096 1.251 1.911
C 2.740 -3.420 -1.187 0.348 -0.790 0.273
H 2.371 -1.306 -1.396 -0.050 -0.103 0.379
C 5.362 1.956 -3.442 0.540 -0.096 0.182
C -3.218 2.562 1.668 -0.003 0.648 -0.749
O 1.673 0.492 1.015 1.106 0.377 2.278
S 4.321 -6.280 -1.724 -1.348 0.759 0.862
H -2.746 0.758 -6.308 -0.141 0.236 -0.030
H -6.455 -1.013 2.495 0.121 0.020 -0.029
H 6.416 1.969 -3.809 -0.997 0.053 0.487
C -2.130 1.116 -5.495 -0.227 0.366 -0.061
C -0.075 -1.003 4.922 1.012 0.072 0.137
H 0.063 0.066 5.262 -0.156 -1.310 -0.582
H -4.287 2.664 1.531 -0.069 0.066 -0.092
C 4.538 0.884 -3.810 0.187 0.969 -0.082
O 0.339 0.489 -0.997 0.071 0.483 -0.160
C -2.496 0.834 -4.180 -0.406 -0.467 0.706
O 2.070 2.064 2.790 1.516 -1.545 -0.247
H 0.775 5.248 1.794 -0.172 0.071 0.066
C 3.565 2.908 -2.130 -0.219 -0.969 -0.849
C 0.249 6.132 -0.097 -0.456 2.082 1.033
H 5.531 3.762 -2.289 0.029 -0.004 0.145
C 0.074 5.983 -1.447 -0.311 0.289 -1.709
H -5.573 -5.123 3.171 0.083 -0.344 -0.328
H 2.021 -1.358 5.114 -0.681 -0.058 0.453
Ta -0.089 -0.308 0.721 -0.234 0.580 -2.982
H -3.053 2.569 2.735 0.139 0.218 0.533
H 0.997 -5.323 1.072 -0.267 -0.473 -0.472
C -0.054 -1.207 3.398 -0.372 -0.438 0.065
C 2.397 -4.632 -0.504 -0.527 1.548 1.024
H -0.990 -1.439 5.339 0.250 0.082 0.024
C 4.884 2.949 -2.583 -0.121 -0.349 -0.557
H -2.980 -3.293 1.508 -0.083 -0.721 0.294
C 2.073 -2.236 -0.916 0.513 -0.651 0.186
H -5.108 -4.691 1.464 0.149 0.002 0.087
C -3.495 -2.385 1.726 1.415 -0.367 -0.957
H 0.972 2.967 0.809 -0.123 0.241 -0.211
H 4.973 0.070 -4.344 0.055 -0.401 -0.515
H -0.392 -3.285 0.898 0.075 -0.303 0.370
C 2.691 1.929 -2.664 0.267 -0.540 0.488
C -3.374 0.072 1.546 -1.388 -0.664 -0.163
C -0.107 2.227 -4.704 0.137 -0.262 -1.001
C -2.850 -1.257 1.371 1.576 1.429 -1.503
C -1.028 1.904 -5.756 0.967 1.256 0.297
H 1.136 -2.638 4.683 -0.156 -0.357 -0.016
H 2.553 0.115 -3.870 -0.228 -0.105 -0.160
N 1.043 -2.213 -0.028 -1.067 1.587 -1.286
C 3.261 -5.840 -0.514 1.336 -1.709 0.245
H -3.470 0.379 -3.932 0.692 0.070 -0.384
O 2.474 -0.279 3.202 -0.254 -0.041 0.878
O -1.490 1.199 0.665 -1.391 -0.324 1.291
N 1.124 -1.845 5.332 0.495 0.027 0.461
Cl 2.640 0.827 2.330 0.723 0.076 -3.470
C 3.190 0.915 -3.532 -0.447 0.469 1.348
H 3.247 3.625 -1.407 -0.354 0.398 0.274
C 0.204 4.748 -2.038 -0.037 -2.038 -0.296
C 0.692 3.805 0.169 0.394 0.750 -0.433
O -0.382 -0.153 2.747 0.029 0.640 -0.461
C -4.769 0.155 1.931 0.393 1.045 -0.450
C -1.646 1.148 -3.142 1.346 1.228 -0.691
H 0.880 2.684 -4.979 -1.149 -0.250 0.402
H 3.646 -3.443 -1.809 -0.654 0.115 0.062
H 3.717 -7.404 0.708 0.528 -0.488 0.381
```
Forces are in eV/Å.

Calculated values
relative energy (zero: lowest compared OMol25 entry of this formula, charge and spin) = 15.7 kcal per mole
charge = +3
orbital gap = 0.2093 hartree
HOMO level = -14.6 eV